# 1
87
Properties=species:S:1:pos:R:3 method="wB97M-V/def2-TZVPD" multiplicity=5 s2=6.0180 max_force_ev_per_a=0.5 total_energy_ha=-3474.02206 gap_ev="6.18 / 6.42" homo_energy_ev="-7.146 / -9.039" lumo_energy_ev="-1.0 / -2.6"
Pd -0.17 0.54 -0.84
P -2.21 -1.56 -0.87
Si 0.01 0.41 1.67
F 0.39 3.47 -1.90
F -1.31 0.54 -6.14
F -1.24 -0.58 -3.71
F -0.54 3.13 -6.47
F 0.32 4.57 -4.34
O 1.88 1.33 -0.90
O 7.55 -2.09 1.49
O 6.32 3.37 -1.11
O 1.68 -0.75 -0.24
O 5.62 -3.04 1.50
O 8.04 2.32 -0.35
N 6.86 2.39 -0.64
N 6.37 -2.12 1.22
C -0.50 2.57 -5.27
C -2.02 3.88 2.72
C 4.66 1.29 -0.60
C -4.70 1.95 -0.57
C -5.54 -3.88 -1.27
C -3.43 2.02 3.28
C -2.46 1.15 2.81
C -2.03 1.35 -0.76
C 5.79 -0.94 0.55
C -1.06 3.01 2.25
C -3.21 3.39 3.23
C -2.40 2.68 -0.70
C 4.20 0.96 3.63
C 2.40 0.25 -0.50
C -5.58 -2.98 0.96
C 3.51 -0.24 3.72
C -4.36 -3.21 -1.52
C 3.87 0.19 -0.29
C -0.49 -5.31 -0.41
C 1.70 0.68 2.40
C -4.40 -2.29 0.70
C -0.06 3.31 -4.18
C 0.06 -2.94 -1.74
C 0.68 -5.18 -1.14
C 6.01 1.22 -0.32
C -0.85 0.70 -3.82
C 3.65 2.02 2.91
C -1.26 1.62 2.30
C -2.94 0.32 -0.74
C 6.61 0.12 0.27
C -1.13 -3.07 -1.01
C -3.75 2.97 -0.58
C 0.96 -3.99 -1.81
C -0.41 1.40 -2.73
C 2.29 -0.39 3.09
C -6.15 -3.77 -0.02
C -3.78 -2.40 -0.54
C 2.40 1.88 2.31
C -0.90 1.26 -5.09
C -0.03 2.71 -2.92
C 4.43 -0.95 0.28
C -4.30 0.63 -0.66
C -1.40 -4.27 -0.35
H -5.04 -0.16 -0.66
H 4.23 2.17 -1.04
H -0.16 3.41 1.81
H 1.87 -3.88 -2.38
H -4.08 4.00 -0.51
H -3.97 -1.66 1.47
H -1.85 4.95 2.67
H 4.18 2.96 2.83
H -2.65 0.08 2.85
H 1.39 -6.00 -1.19
H 7.66 0.11 0.50
H -7.07 -4.30 0.17
H -2.32 -4.39 0.21
H 0.28 -2.01 -2.25
H 1.78 -1.34 3.15
H 2.00 2.71 1.76
H -1.67 3.48 -0.72
H -3.87 -3.32 -2.48
H -4.36 1.64 3.68
H 3.95 -1.07 4.26
H -6.05 -2.90 1.93
H -0.46 -0.97 1.94
H -5.75 2.19 -0.51
H 3.81 -1.80 0.51
H -3.97 4.08 3.60
H 5.16 1.08 4.11
H -0.70 -6.24 0.11
H -5.98 -4.50 -2.04



# 2
87
Properties=species:S:1:pos:R:3 method="wB97M-V/def2-TZVPD" max_force_ev_per_a=4.2 total_energy_ha=-7475.63219 gap_ev=6.42 homo_energy_ev=-4.289 lumo_energy_ev=2.1 charge=-1
Ge 1.78 -0.18 -2.28
Sc -1.59 -0.61 -0.60
Cl -2.11 -4.15 -5.80
Cl -3.20 -6.40 -3.83
Cl -3.70 -5.67 -0.84
Cl -3.48 -2.52 0.11
Cl 2.46 3.41 3.39
Cl -1.18 -1.36 -4.66
N -2.71 0.57 -2.11
N -1.53 -0.05 1.50
N -1.05 1.45 -0.50
N -0.99 2.10 -1.66
C -0.38 3.37 0.78
C -3.71 0.17 -2.94
C -3.06 -4.50 -1.89
C 2.36 2.65 -2.38
C -3.43 -0.64 3.02
C 3.66 3.96 -0.81
C -1.86 -2.74 4.00
C 1.03 1.11 3.92
C 4.94 -3.38 -3.76
C 3.92 2.80 -0.09
C 3.38 1.56 -0.51
C -1.84 -2.59 -3.60
C -2.81 -4.83 -3.24
C -2.78 -3.18 -1.46
C -2.13 -0.87 2.44
C -3.92 -1.46 4.02
C 0.83 0.03 4.81
C -3.23 1.97 -4.47
C 1.71 2.26 4.42
C 3.10 -1.51 -2.80
C -2.13 2.31 -3.71
C -3.14 -2.51 4.52
C -1.41 -2.00 2.91
C -2.09 -2.30 -2.27
C 2.56 1.47 -1.66
C 2.67 -2.61 -3.54
C -1.97 1.65 -2.46
C 1.32 0.03 6.13
C 0.68 0.94 2.45
C -0.94 4.06 1.84
C -1.61 2.01 2.92
C 1.82 1.23 6.64
C 4.48 -1.35 -2.53
C 0.69 -1.10 -0.93
C 2.91 3.87 -1.99
C -1.65 3.37 2.87
C -4.05 0.84 -4.09
C 5.39 -2.30 -3.01
C -0.68 2.01 0.68
C -0.80 1.20 1.95
C -2.25 -3.83 -4.10
C 3.58 -3.52 -4.09
C 1.90 2.36 5.82
H -3.92 0.27 2.69
H -1.22 -3.51 4.40
H 1.72 2.62 -3.28
H 0.36 -0.88 4.41
H 1.20 -0.99 0.01
H 4.46 2.82 0.84
H 2.21 3.29 6.24
H 3.61 0.68 0.09
H -4.30 -0.64 -2.55
H -3.53 -3.17 5.29
H -0.43 -2.23 2.47
H 1.60 -2.70 -3.78
H 4.85 -0.51 -1.94
H 2.13 1.32 7.67
H 0.93 -0.06 2.07
H -0.87 5.15 1.90
H 4.09 4.91 -0.48
H 0.01 3.85 -0.12
H -1.41 3.08 -3.96
H 5.65 -4.10 -4.16
H 1.27 -0.89 6.68
H -2.17 3.91 3.63
H -3.53 2.58 -5.32
H 2.74 4.75 -2.58
H 3.26 -4.40 -4.64
H -2.13 1.46 3.74
H -4.91 0.56 -4.65
H 6.45 -2.20 -2.80
H -4.86 -1.25 4.50
H 0.72 -2.16 -1.25
H 0.99 0.22 -3.57
H 1.29 1.65 1.91



# 3
89
Properties=species:S:1:pos:R:3 method="wB97M-V/def2-TZVPD" multiplicity=2 s2=0.7509 max_force_ev_per_a=1.2 total_energy_ha=-4146.08863 gap_ev="4.01 / 4.01" homo_energy_ev="-0.206 / -0.211" lumo_energy_ev="3.8 / 3.8" charge=-2
Yb -0.04 0.75 0.57
Cl 0.71 0.34 4.29
F -2.15 4.47 1.01
F 2.56 6.97 2.04
F 0.22 8.39 2.10
F 2.57 4.36 1.48
F -2.12 7.09 1.56
O 0.18 3.01 0.96
O -2.36 1.46 1.50
N -2.01 0.91 -1.24
N -2.83 2.27 3.59
N 7.39 -0.93 2.37
N 2.28 0.29 1.41
C -0.88 1.55 -3.32
C -0.99 2.22 -4.54
C -2.13 2.91 -4.93
C -2.52 -6.24 -3.09
C -0.45 -1.42 -0.25
C -0.34 -0.36 2.84
C 1.85 -5.07 2.00
C -1.27 -4.49 -1.90
C 6.29 -0.68 2.16
C -1.46 2.59 3.97
C 0.21 4.27 1.23
C 2.39 1.06 -1.61
C -2.00 1.57 -2.48
C -0.44 -2.63 -0.53
C 0.99 1.23 -1.67
C -1.80 -3.59 -2.85
C 2.31 -6.33 1.61
C -3.13 1.73 2.40
C 3.17 0.51 -2.62
C 1.38 5.00 1.50
C 0.46 -4.83 -0.02
C -3.14 2.28 -2.85
C 2.56 0.10 -3.79
C 2.75 -0.90 1.05
C 4.40 0.89 2.27
C -3.90 2.44 4.56
C -0.96 5.06 1.26
C 4.06 -1.27 1.29
C -3.01 -5.33 -4.02
C -0.96 6.41 1.54
C 4.89 -0.35 1.90
C 0.22 7.07 1.81
C 1.39 6.35 1.79
C -1.68 -5.84 -2.06
C 0.96 -4.35 1.23
C -2.64 -3.99 -3.87
C -3.22 2.95 -4.06
C 3.07 1.17 2.01
C 0.46 0.98 -2.95
C -0.42 -4.02 -0.82
C 1.86 -6.82 0.38
C 0.97 -6.10 -0.40
C 1.21 0.38 -3.96
H 2.91 1.38 -0.71
H -3.66 -5.65 -4.83
H -2.16 3.43 -5.88
H -0.12 2.25 -5.18
H 4.24 0.39 -2.48
H -4.21 1.51 2.30
H 2.22 -7.78 0.03
H -2.90 0.98 -0.77
H -4.12 3.49 -4.33
H 2.18 -4.65 2.95
H 4.42 -2.24 1.00
H -0.79 2.28 3.18
H -3.99 2.29 -2.18
H -4.74 2.99 4.14
H 2.62 2.11 2.29
H 2.05 -1.57 0.56
H 3.00 -6.89 2.22
H 3.12 -0.39 -4.58
H 0.00 -1.40 2.80
H -1.33 -0.39 3.30
H 5.03 1.62 2.75
H -1.36 -6.58 -1.33
H -1.53 -2.54 -2.76
H -4.26 1.49 4.95
H -3.50 3.03 5.39
H 0.60 -3.38 1.56
H -1.37 3.67 4.12
H 0.72 0.12 -4.90
H -2.81 -7.29 -3.16
H -3.00 -3.25 -4.58
H -1.19 2.06 4.88
H 0.68 -6.51 -1.37
H -1.69 -0.06 -1.26